# C15H29N3O3

A single C15H29N3O3 molecule at a distorted geometry (the ωB97M-V functional and the def2-TZVPD basis, the OMol25 dataset).

```
50
Properties=species:S:1:pos:R:3:forces:R:3:mulliken_charge:R:1
C -1.1652 3.8662 2.6943 0.759 -0.175 1.688 -1.05
N -0.4478 2.8322 1.9878 -0.231 -0.286 -0.576 -0.04
C 0.4123 1.9465 2.5600 -1.636 -0.393 0.479 -0.01
O 0.6556 2.0200 3.7557 0.428 -0.460 -0.606 -0.67
C 0.8797 0.7915 1.5882 0.866 -0.352 2.564 0.30
C 1.6652 -0.2517 2.4421 -0.627 -1.169 -0.236 -1.48
C 2.3778 -1.4163 1.6294 1.044 0.033 0.022 1.21
C 3.5024 -2.1420 2.3879 -1.136 0.469 1.811 -1.87
C 3.0973 -0.8559 0.3635 -0.764 -1.136 0.223 -1.64
N -0.1592 0.1648 0.7992 -0.476 -2.215 1.191 0.12
C -0.5162 0.6575 -0.3820 -1.356 -0.468 0.014 0.19
O 0.0164 1.6678 -0.7495 0.394 2.041 -1.615 -0.77
C -1.6979 0.0219 -1.2171 1.675 0.024 -0.443 0.28
C -1.1221 -0.7043 -2.4438 -0.211 -2.874 0.161 -1.44
C -0.6154 0.0208 -3.6465 1.076 3.606 0.984 0.47
C 0.8946 0.4417 -3.5368 -0.091 -0.268 2.053 -1.33
C -1.5657 1.1373 -4.2769 0.007 -1.700 0.005 -1.38
N -2.6071 -0.8149 -0.4862 0.392 -0.727 1.457 -0.16
C -2.1499 -1.9473 0.1561 0.128 -2.706 -1.910 0.61
C -3.1847 -2.7781 0.9008 0.959 -0.351 0.961 -1.45
O -1.0243 -2.4826 -0.0126 -1.765 2.099 0.458 -0.57
H -2.1583 3.6269 3.1436 0.831 -0.430 -0.295 0.27
H -0.5076 4.3065 3.4757 -0.560 -0.337 -0.335 0.31
H -1.3244 4.5977 1.9688 -0.478 1.510 -1.012 0.41
H -0.4713 2.9207 0.9818 0.115 -0.473 0.018 0.32
H 1.6286 1.3261 1.0674 0.489 0.193 -1.733 0.40
H 0.9270 -0.6537 3.1843 0.763 0.026 -0.467 0.44
H 2.4265 0.2626 3.0208 -0.004 0.253 0.044 0.45
H 1.7200 -2.2668 1.5121 -0.906 0.339 -1.145 0.20
H 3.9831 -2.9351 1.8431 -0.260 -0.427 -0.517 0.44
H 3.1189 -2.5601 3.3676 0.690 0.566 -0.857 0.36
H 4.2513 -1.3947 2.5079 0.963 0.456 0.877 0.44
H 3.9750 -1.3681 -0.0217 0.034 -0.749 0.505 0.49
H 3.4585 0.1193 0.5169 0.289 1.510 0.526 0.43
H 2.4545 -0.8185 -0.4715 -1.051 0.266 -1.059 0.22
H -0.4523 -0.8239 1.0074 0.847 1.539 -0.060 0.26
H -2.2371 0.8399 -1.6272 -0.612 0.996 0.075 0.67
H -0.3490 -1.3962 -2.0575 0.018 0.492 -0.263 0.35
H -1.8382 -1.4864 -2.8373 -0.039 1.065 0.679 0.44
H -0.5202 -0.5969 -4.4529 -0.264 -2.570 -1.687 0.55
H 1.2267 0.6107 -4.5360 0.568 0.556 -0.618 0.49
H 1.1364 1.2783 -2.8179 -0.514 -0.613 -1.093 0.16
H 1.5005 -0.4257 -3.1288 -0.760 0.696 -0.553 0.25
H -1.3670 2.1617 -3.9201 -0.284 -0.485 -0.221 0.28
H -1.4312 1.0056 -5.3809 0.005 0.805 0.841 0.40
H -2.6265 0.7841 -4.1171 0.885 0.767 0.100 0.30
H -3.4831 -0.4097 -0.1504 0.585 -0.295 -0.201 0.30
H -3.3333 -2.2172 1.8201 0.065 -0.415 0.711 0.36
H -2.7698 -3.8278 1.0774 -0.559 1.717 -0.102 0.31
H -4.1833 -2.8343 0.5109 -0.293 0.047 -0.842 0.39
```
Positions in Å, forces in eV/Å.

Results
SMILES: CNC(=O)[C@@H](CC(C)C)NC(=O)[C@@H](CC(C)C)NC(C)=O
Total energy (eV): -26638.057
E_HOMO (eV): -9.2
LUMO energy (eV): 0.4
Molar mass (g/mol): 299.4
Energy above the lowest of the compared OMol25 structures with the same formula, charge and spin (kJ/mol): 194.7